#A
ORCA calculation (ωB97M-V/def2-TZVPD) on a cluster of 19 separate species, H38O19 in total.

Geometry (Å):
O  -4.0684  3.2995  0.8199
H  -4.2541  2.5196  1.3715
H  -3.2758  3.8186  1.0700
O  -3.3139  -0.1557  -1.4947
H  -2.8709  -0.9995  -1.6510
H  -3.6556  -0.0905  -0.6013
O  -3.2661  -3.0717  1.4109
H  -2.5007  -3.4571  1.8660
H  -3.8540  -2.5869  2.0006
O  1.1389  -1.7481  -4.3714
H  0.7122  -0.9082  -4.1668
H  1.8816  -1.7514  -3.7570
O  -0.9778  4.0148  1.2031
H  -0.1009  4.0513  1.6178
H  -1.6611  4.3188  1.8249
O  4.4912  0.5300  -1.0203
H  5.0071  0.9748  -1.6926
H  3.8255  1.1480  -0.8136
O  1.2798  -2.0583  -1.0268
H  0.3143  -2.3394  -1.1667
H  1.6565  -2.6156  -1.7440
O  -2.7230  2.5231  -1.4489
H  -3.4371  2.7192  -0.8147
H  -3.1930  1.8820  -2.0205
O  -0.7282  1.4840  1.7848
H  -1.3042  1.4894  0.9884
H  0.1235  1.5561  1.3240
O  3.1775  3.2947  -0.8571
H  2.6202  3.3385  -1.6300
H  3.3373  4.2296  -0.6697
O  -1.1014  -3.6121  -1.8781
H  -1.3792  -4.3297  -2.4331
H  -1.7031  -3.3916  -1.1851
O  -0.2668  -1.8581  4.0496
H  -0.3756  -1.8168  5.0119
H  -0.2314  -0.7911  3.9830
O  -0.4469  0.9773  -0.5343
H  -0.9509  1.6892  -0.8849
H  0.1843  0.5429  -1.0849
O  1.7973  1.3705  2.9343
H  2.4036  0.8850  2.3592
H  0.9998  1.6224  2.4677
O  2.0743  -1.7611  1.5531
H  2.6968  -1.4360  2.1861
H  2.2428  -1.4924  0.6558
O  3.8152  -2.2352  -1.9230
H  4.6811  -2.0226  -1.5176
H  3.0418  -1.9400  -1.4443
O  -1.7873  -1.5222  0.2955
H  -1.3303  -0.7351  0.0710
H  -2.1468  -1.7640  1.1732
O  1.1482  -4.3047  0.8955
H  0.6728  -3.4818  0.9933
H  1.9798  -3.9874  1.3963
O  0.2201  3.3132  -1.2510
H  -0.0957  3.2398  -0.3700
H  -0.5240  3.4321  -1.8540

* Kohn-Sham gap: 9.7484 eV


#B
ORCA calculation (ωB97M-V/def2-TZVPD) on a cluster of 19 separate species, H38O19 in total.

Geometry (Å):
O  -0.2658  -2.3673  -1.7376
H  -0.5100  -1.6789  -2.3249
H  0.6928  -2.1993  -1.3808
O  -2.1607  4.0293  -1.7863
H  -1.4191  4.5454  -2.0110
H  -1.8014  3.3634  -1.0789
O  -1.9176  3.1043  1.6121
H  -2.6780  3.7047  1.8180
H  -2.2414  2.2146  1.6474
O  3.4456  -3.1654  1.3132
H  2.7636  -3.3975  0.6904
H  2.9796  -2.6730  1.9910
O  1.1493  -2.4069  2.9369
H  0.4639  -1.9000  2.5385
H  1.3653  -1.7723  3.6002
O  -0.3752  -4.5246  0.9350
H  -0.3116  -3.7932  0.2956
H  0.1665  -4.3558  1.6728
O  -1.9958  0.4518  -0.0119
H  -2.3377  -0.4752  -0.0427
H  -2.5518  0.6928  -0.7562
O  4.1358  0.3312  -1.0894
H  4.0611  1.0727  -1.6554
H  4.8113  0.4641  -0.4654
O  1.8875  -1.6338  -0.6197
H  2.7678  -1.7278  -1.0782
H  2.1108  -0.8597  -0.0645
O  2.1561  -2.4172  -3.0886
H  2.8658  -3.0446  -3.2110
H  1.5004  -2.7687  -3.6968
O  1.3961  2.1392  -1.0230
H  1.0369  1.8025  -1.8564
H  0.7670  1.9152  -0.3568
O  3.6977  3.2246  -1.8479
H  3.2023  3.5860  -1.1267
H  3.1226  2.6172  -2.2867
O  -4.6541  2.8945  0.4178
H  -3.7866  2.9073  -0.0118
H  -4.4578  2.1032  0.9651
O  -3.6284  -2.9922  0.3130
H  -3.0144  -3.0672  -0.4336
H  -3.5438  -3.6726  0.9879
O  0.8143  -0.9328  -4.6398
H  0.0899  -1.4047  -4.2915
H  1.5851  -0.7811  -4.0916
O  -1.6181  0.8449  3.9477
H  -2.1922  1.3040  4.6283
H  -1.0380  1.6679  3.7616
O  -4.2626  -0.4672  0.5341
H  -3.7093  -1.2621  0.3579
H  -4.8437  -0.8754  1.1928
O  0.1324  -0.0570  2.2727
H  -0.1776  0.1820  3.1469
H  -0.5408  0.1175  1.6762
O  1.9341  3.7322  0.9219
H  2.5471  3.0521  1.1659
H  2.3848  4.6088  0.7244

* Kohn-Sham gap: 10.3826 eV


#B comes first in stability; the runner-up is 0.0154 hartree higher.


#A
ORCA calculation (ωB97M-V/def2-TZVPD) on a structure of composition C5H4O3.

Geometry (Å):
C  -0.4611  0.8709  0.4529
C  -0.3401  0.7401  -1.0694
C  1.1264  0.4012  -1.1842
C  0.6026  -0.8705  -0.4804
C  0.2801  -0.5909  0.8028
H  -0.8101  1.5234  -1.7818
H  2.1013  0.8695  -0.7528
H  0.9562  0.0416  -2.2951
H  0.9906  -1.9115  -0.6154
O  -0.8708  1.7451  1.3231
O  -0.6466  -0.7832  -1.2670
O  0.2067  -1.4403  1.7334

* Kohn-Sham gap: 8.6515 eV


#B
ORCA calculation (ωB97M-V/def2-TZVPD) on a cluster of 2 separate species, C5H4O3 in total.

Geometry (Å):
C  1.1086  1.7765  0.7138
C  -0.1424  1.6216  0.3176
C  1.6969  0.4137  0.7614
C  -1.9066  -2.4007  -1.7408
C  -0.2279  0.1898  -0.1075
O  2.6850  -0.0192  1.2479
O  0.8542  -0.4239  0.1214
O  -1.2481  -0.3954  -0.4573
H  1.6154  2.5654  1.2812
H  -0.9413  2.3616  0.5370
H  -2.6171  -2.8151  -1.0397
H  -0.8768  -2.8744  -1.6352

* Kohn-Sham gap (alpha / beta): 7.3106 / 7.3171 eV


#C
ORCA calculation (ωB97M-V/def2-TZVPD) on the molecule C5H4O3.

Geometry (Å):
O  -3.0403  -0.0709  0.0480
C  -1.8701  -0.0312  -0.0286
O  -1.1684  -1.1879  -0.1099
C  0.1756  -1.5165  -0.0052
C  1.2307  -0.6979  0.0075
C  1.1446  0.7479  -0.0305
C  0.0558  1.5267  -0.0391
O  -1.2503  1.1751  -0.0466
H  0.2047  -2.6011  0.0378
H  2.2300  -1.1358  0.1180
H  2.1200  1.2140  -0.0075
H  0.1677  2.5777  0.0562

* SMILES: O=C1OC=CC=CO1
* Kohn-Sham gap: 9.0751 eV


#C comes first in stability; the runner-up is 0.1271 hartree higher.